[1]
This record from the OMol25 dataset describes 2 unconnected molecules or ions with the total composition C10H18N3O. The level of theory is ωB97M-V with the def2-TZVPD basis set.

For the HOMO energy, the calculation gives -10.74 eV. Its HOMO-LUMO gap is 6.988 eV. As for the energy above the lowest of the compared OMol25 structures with the same formula, charge and spin: 3.948 eV.

Geometry as ORCA input:
```
! wB97M-V def2-TZVPD RIJCOSX def2/J DEFGRID3
* xyz 1 1
C 3.6507 3.6254 -1.0799
C 0.0352 1.3540 -0.7779
C 0.8957 0.9732 -1.7422
C 0.2564 2.4799 0.1048
C 1.9925 1.8582 -1.9520
C 1.4581 3.1666 -0.0283
C 2.3642 2.9062 -1.0441
O -1.0086 0.5034 -0.4670
H -1.3522 0.5792 0.3680
H 0.8100 0.1080 -2.3323
H -0.4750 2.6186 0.8852
H 2.6371 1.7515 -2.7858
H 1.6381 4.0926 0.5713
H 3.6648 4.7421 -0.9013
H 4.1137 3.6747 -2.1797
H 4.4401 3.3682 -0.2646
C -2.8419 -2.5571 0.1525
C -2.7783 -1.6619 -0.9241
C -0.7423 -2.6981 1.7958
N -1.9891 -2.0553 1.4044
N 0.2697 -2.7242 0.8042
N -0.5158 -3.2786 3.0398
H -3.8341 -2.5790 0.5994
H -2.4649 -3.5870 -0.1142
H -2.0532 -1.6577 -1.8152
H -2.9199 -0.6794 -0.4604
H -2.6443 -2.0422 2.2354
H 0.0396 -2.1455 -0.0050
H 1.2126 -2.9737 1.1078
H -1.3976 -3.8427 3.4179
H 0.3584 -3.9656 3.2190
H -3.8004 -1.7617 -1.5751
*
```



[2]
This record from the OMol25 dataset describes a molecular structure, C20H31NO4. The level of theory is ωB97M-V with the def2-TZVPD basis set.

For the HOMO energy, the calculation gives -8.33 eV. Its HOMO-LUMO gap is 8.961 eV. As for the energy above the lowest of the compared OMol25 structures with the same formula, charge and spin: 20.239 eV.

Geometry as ORCA input:
```
! wB97M-V def2-TZVPD RIJCOSX def2/J DEFGRID3
* xyz 0 1
C -6.0217 -1.6148 1.0394
C -4.9319 -2.1673 0.5479
C -3.7062 -2.6638 0.0141
N -2.7548 -1.8059 -0.1187
C -1.6213 -2.0465 0.4350
O -1.4013 -2.9129 1.3295
C -0.8296 -0.8314 0.5615
C 0.4133 -0.6070 0.8935
C 1.2937 0.5750 0.8385
C 0.8295 1.5831 -0.0369
C 0.0562 2.9481 0.7967
C -0.4329 4.0615 -0.1527
H 0.0580 4.6996 0.3095
C -1.8316 4.1553 -0.1277
O -2.4922 4.1825 0.9581
H -2.1812 4.9306 1.6674
H -2.2346 2.9932 -0.5440
H -2.1527 4.8612 -0.7357
H 0.2057 4.0343 -1.1165
H 0.7948 3.1253 1.6571
H -0.8024 2.3338 1.2035
H 1.4961 2.1493 -0.4535
C -0.1961 1.1539 -0.9965
O 0.4722 0.3557 -1.8171
C -0.2325 -0.0328 -3.3119
C 0.7947 -0.8854 -4.0409
H 1.4737 -0.3969 -4.3939
H 1.2491 -1.5644 -3.5533
H 0.0715 -1.3365 -4.7635
H -0.9531 -0.9436 -2.6233
H -0.7392 0.7402 -3.6198
O -1.2425 0.2447 -0.5898
H -0.7080 1.8861 -1.5494
H 1.3283 0.8676 1.9167
C 2.7821 0.0808 0.6632
C 3.0015 -0.6413 -0.4568
C 4.4567 -1.1577 -0.9210
C 5.0779 -1.7180 0.7720
C 4.9165 -0.7152 1.6825
C 3.3476 -0.3118 2.0119
H 3.0247 -1.4326 2.3648
H 3.2405 0.3405 2.9845
H 5.2814 -1.2247 2.5995
H 5.4221 0.0221 1.4570
H 6.0309 -1.8834 0.2493
H 4.7494 -2.7453 0.7532
H 4.5967 -1.9867 -1.5289
H 5.0875 -0.3992 -1.0055
H 2.4532 -1.6710 -0.3488
H 2.3755 -0.3613 -1.3422
H 3.3874 1.1115 0.3530
H 0.7338 -1.4036 1.6088
H -2.8231 -0.8495 -0.6739
H -4.0025 -3.3085 -0.8318
H -3.3801 -3.5841 0.8542
H -6.9041 -1.0686 1.5302
*
```



[3]
This record from the OMol25 dataset describes 8 unconnected molecules or ions with the total composition C34H41F21O14. The level of theory is ωB97M-V with the def2-TZVPD basis set.

For the HOMO energy, the calculation gives -9.18 eV. Its HOMO-LUMO gap is 9.385 eV. As for the SMILES: CCOC(=O)C(F)(F)F.CCOC(=O)C(F)(F)F.CCOC(=O)C(F)(F)F.CCOC(=O)C(F)(F)F.CCOC(=O)C(F)(F)F.CCOC(=O)C(F)(F)F.CCOC(=O)C(F)(F)F.c1ccccc1.

Geometry as ORCA input:
```
! wB97M-V def2-TZVPD RIJCOSX def2/J DEFGRID3
* xyz 0 1
C 1.5997 9.7506 -3.7417
C 0.2880 9.1993 -4.3053
O 0.3832 8.1194 -5.1992
C 0.6249 6.8899 -4.7140
O 1.0364 6.6551 -3.5307
C 0.5888 5.6894 -5.7490
F -0.2797 4.8650 -5.2769
F 0.2295 6.1222 -6.9936
F 1.8325 5.2354 -5.8066
H 1.2392 10.5515 -3.0961
H 2.3051 10.0382 -4.5213
H 2.1059 9.0606 -3.0666
H -0.1275 9.9253 -5.0041
H -0.4768 8.9704 -3.5631
C 1.6214 -4.0796 -0.1703
C 1.4232 -5.4330 0.5657
O 1.7428 -5.2788 1.9928
C 0.9819 -4.4111 2.7993
O 0.0163 -3.7461 2.3559
C 1.4047 -4.2889 4.3119
F 1.8518 -3.1096 4.6977
F 0.3910 -4.6331 5.0947
F 2.4372 -5.1473 4.5597
H 0.7481 -3.4487 -0.3365
H 2.0125 -4.2209 -1.1779
H 2.3828 -3.4773 0.3253
H 2.1980 -6.1124 0.2104
H 0.4242 -5.8522 0.4459
C 1.2404 -0.7208 0.2348
C -0.2139 -0.8742 -0.3736
O -0.7489 0.2756 -1.1350
C -0.2820 0.5256 -2.4271
O 0.4679 -0.2753 -3.0235
C -0.7604 1.8810 -2.9785
F -0.1854 2.1735 -4.1446
F -2.0708 1.9378 -3.0557
F -0.3352 2.7859 -2.1391
H 1.4968 -1.5320 0.9161
H 1.5231 0.2176 0.7119
H 1.9381 -0.7868 -0.6000
H -0.9646 -1.0448 0.3980
H -0.1310 -1.8002 -0.9426
C -1.6499 0.2159 2.7356
C -1.5147 -1.1354 3.3790
O -2.3929 -1.3232 4.4577
C -2.3044 -0.6228 5.6498
O -1.4889 0.3124 5.8192
C -3.3525 -1.1293 6.7064
F -3.1284 -0.4885 7.9065
F -4.5160 -0.9158 6.2050
F -3.2475 -2.4563 6.8936
H -1.3818 0.2201 1.6790
H -1.0128 0.9028 3.2927
H -2.6587 0.6195 2.8226
H -0.4893 -1.3850 3.6517
H -1.8831 -1.8504 2.6434
C 5.2636 -1.9664 -0.2607
C 6.1468 -3.2058 -0.3243
O 5.9650 -4.1424 0.7504
C 6.4021 -3.7915 2.0277
O 6.7730 -2.6761 2.3126
C 6.2557 -4.9078 3.1404
F 5.9033 -5.9728 2.4962
F 7.3634 -5.0945 3.8422
F 5.3778 -4.4855 4.0321
H 4.2152 -2.2520 -0.3465
H 5.6424 -1.3737 -1.0934
H 5.4552 -1.3171 0.5935
H 7.1979 -2.9506 -0.4588
H 5.9018 -3.8191 -1.1915
C -3.2875 -2.7142 -0.2136
C -3.2945 -2.6466 -1.7893
O -3.7582 -3.8259 -2.3823
C -3.2675 -5.1345 -2.0390
O -2.2406 -5.3018 -1.3475
C -4.0070 -6.3659 -2.6836
F -4.9660 -6.0415 -3.5221
F -3.0707 -7.1750 -3.2814
F -4.5940 -7.0471 -1.7120
H -3.1428 -1.7616 0.2960
H -2.3892 -3.2631 0.0687
H -4.1255 -3.2512 0.2308
H -2.2641 -2.4125 -2.0566
H -3.9068 -1.7946 -2.0851
C -6.5061 4.1955 -1.1080
C -6.0789 3.4295 -2.3385
O -5.0990 4.1184 -3.0902
C -4.6816 3.6654 -4.3111
O -5.2232 2.7628 -4.9649
C -3.3982 4.2746 -4.8015
F -2.7190 4.8805 -3.8423
F -2.7108 3.2836 -5.3636
F -3.6319 5.1869 -5.7857
H -5.7507 4.2473 -0.3240
H -7.1865 3.5392 -0.5654
H -6.8467 5.2254 -1.2154
H -6.9296 3.4016 -3.0194
H -5.8894 2.3798 -2.1140
C 4.1245 0.2528 4.1191
C 2.8674 0.0688 4.7387
C 1.7639 0.8030 4.2809
C 1.9372 1.5995 3.1527
C 3.1791 1.6800 2.4982
C 4.2907 0.8905 2.9719
H 4.9146 -0.4217 4.4144
H 2.6850 -0.5378 5.6134
H 0.8515 0.8365 4.8577
H 1.1358 2.1776 2.7168
H 3.1718 2.3144 1.6242
H 5.2431 0.8766 2.4629
*
```



[4]
This record from the OMol25 dataset describes a molecular structure, C5H11N3O2. The level of theory is ωB97M-V with the def2-TZVPD basis set.

For the HOMO energy, the calculation gives -7.95 eV. Its HOMO-LUMO gap is 8.618 eV. As for the energy above the lowest of the compared OMol25 structures with the same formula, charge and spin: 4.341 eV.

Geometry as ORCA input:
```
! wB97M-V def2-TZVPD RIJCOSX def2/J DEFGRID3
* xyz 0 1
C 0.0902 1.1366 -0.7466
C -0.1517 -2.2722 1.3993
C 1.5434 1.4927 -0.9847
N -0.1350 -1.0115 0.6639
C -0.3085 0.2925 1.3445
C 0.1540 -0.8628 -0.5976
N -1.6684 0.6300 1.3789
O -0.7389 1.0511 -1.9153
N 0.4761 -1.4514 -1.6359
O 0.4727 0.6425 2.2181
H -0.3500 1.2200 -2.7881
H -0.3494 1.9719 -0.1941
H -2.1987 0.4978 0.5267
H -1.8157 1.4786 1.9110
H -0.2591 -1.8463 -2.2148
H 0.3532 -2.1402 2.3572
H -1.1952 -2.5328 1.5821
H 0.3461 -3.0540 0.8255
H 2.0517 0.7538 -1.6082
H 1.6310 2.4556 -1.5029
H 2.0521 1.5480 -0.0188
*
```



[5]
This record from the OMol25 dataset describes a single C5H6O2S molecule. The level of theory is ωB97M-V with the def2-TZVPD basis set.

For the HOMO energy (spin up / spin down), the calculation gives -6.93 / -9.83 eV. Its HOMO-LUMO gap (spin up / spin down) is 7.506 / 7.970 eV. As for the energy above the lowest of the compared OMol25 structures with the same formula, charge and spin: 0.591 eV.

Geometry as ORCA input:
```
! wB97M-V def2-TZVPD RIJCOSX def2/J DEFGRID3
* xyz 0 3
C -0.7934 -0.1471 -2.0950
C -1.0410 0.4084 0.7344
C -1.5421 -0.2073 -0.7592
C 0.3919 0.8073 0.5880
C 1.2334 -0.1776 -0.1847
O -2.8786 0.3409 -1.0654
O -1.7202 0.4219 1.7049
S 0.8142 -0.3081 -2.0589
H -1.5356 -1.3598 -0.7177
H 0.3231 1.6683 -0.0283
H 0.9064 0.8987 1.5207
H 2.2122 0.2999 -0.1380
H 1.2547 -1.1465 0.1571
H -3.0561 0.1366 -1.9458
*
```



[6]
This record from the OMol25 dataset describes 2 unconnected molecules or ions with the total composition CH3ClO2P. The level of theory is ωB97M-V with the def2-TZVPD basis set.

For the HOMO energy, the calculation gives -4.87 eV. Its HOMO-LUMO gap is 8.633 eV. As for the energy above the lowest of the compared OMol25 structures with the same formula, charge and spin: 0.696 eV.

Geometry as ORCA input:
```
! wB97M-V def2-TZVPD RIJCOSX def2/J DEFGRID3
* xyz -1 1
C 0.8528 0.3202 0.0893
O -1.0976 -1.3133 1.2836
O -0.6483 -1.5451 -1.2885
P -0.5818 -0.8140 -0.0103
Cl -1.9443 1.8840 -0.3851
H 1.7765 -0.3703 0.1029
H 0.8794 1.0049 -0.7504
H 0.7633 0.8335 0.9584
*
```



> Which formula does entry 4 have?

C5H11N3O2